(1)
Density functional theory data (ωB97M-V/def2-TZVPD) for a 2-piece molecular cluster, C10H14ClN overall at a distorted geometry.

Computed properties:
E_HOMO in Eh: -0.286
Charge: 0

Each atom is followed by the atoms it is bonded to, with distances in Å.
CARTESIAN COORDINATES (ANGSTROEM)
1 Cl 0.2556 -0.5658 2.1329  no bonds
2 N 0.0772 -3.5671 1.2265  C8 1.308, C9 1.456, C11 1.458
3 C -2.1985 -2.8100 0.7520  C5 1.416, C8 1.434, C12 1.417
4 C -4.3976 -2.9022 -0.2653  C10 1.403, C12 1.382, H23 1.093
5 C -2.8029 -2.6945 2.0269  C3 1.416, C7 1.386, H26 1.091
6 C -6.4798 -2.8706 1.1516  C10 1.496, H13 1.092, H14 1.095, H25 1.096
7 C -4.1836 -2.7281 2.1435  C5 1.386, C10 1.401, H22 1.093
8 C -0.7791 -2.8450 0.5504  N2 1.308, C3 1.434, H19 1.095
9 C 1.5054 -3.3163 1.0910  N2 1.456, H17 1.091, H20 1.092, H24 1.098
10 C -4.9914 -2.8399 1.0042  C4 1.403, C6 1.496, C7 1.401
11 C -0.2964 -4.4393 2.3334  N2 1.458, H15 1.094, H16 1.093, H18 1.099
12 C -3.0227 -2.8638 -0.3989  C3 1.417, C4 1.382, H21 1.092
13 H -6.9666 -2.8536 0.1741  C6 1.092
14 H -6.8377 -2.0107 1.7279  C6 1.095
15 H -1.2445 -4.9524 2.1493  C11 1.094
16 H 0.4996 -5.1817 2.4374  C11 1.093
17 H 2.0490 -4.2013 1.4251  C9 1.091
18 H -0.3602 -3.8764 3.2751  C11 1.099
19 H -0.3428 -2.2130 -0.2309  C8 1.095
20 H 1.7237 -3.0732 0.0496  C9 1.092
21 H -2.5404 -2.9035 -1.3773  C12 1.092
22 H -4.6512 -2.6545 3.1286  C7 1.093
23 H -5.0352 -2.9765 -1.1505  C4 1.093
24 H 1.7662 -2.4450 1.7064  C9 1.098
25 H -6.8146 -3.7695 1.6816  C6 1.096
26 H -2.1655 -2.5290 2.8963  C5 1.091

(2)
Density functional theory data (ωB97M-V/def2-TZVPD) for an isolated ion of composition C10H14ClN2 and charge +1 at a distorted geometry.

Computed properties:
E_HOMO in Eh: -0.450
Charge: +1

Each atom is followed by the atoms it is bonded to, with distances in Å.
CARTESIAN COORDINATES (ANGSTROEM)
1 Cl 0.6626 3.2480 0.0790  C11 1.741
2 N -2.8307 0.5096 -0.4296  C4 1.462, C5 1.450, H16 1.062
3 N -0.4508 1.1180 1.3156  C6 1.413, C11 1.335, H25 1.015
4 C -2.7556 -0.4629 -1.5189  N2 1.462, H21 1.050, H23 1.132, H27 1.076
5 C -2.5511 0.1053 0.9350  N2 1.450, C6 1.475, H22 1.103, H26 1.204
6 C -1.1604 -0.1021 1.3806  N3 1.413, C5 1.475, H14 1.156, H18 1.147
7 C 2.7335 -1.3754 0.5023  C10 1.440, C13 1.387, H15 1.068
8 C 2.2939 0.7830 -1.1666  C9 1.378, C12 1.406, H19 1.040
9 C 3.1959 -0.1915 -1.5366  C8 1.378, C10 1.354, H20 1.134
10 C 3.4033 -1.2886 -0.7700  C7 1.440, C9 1.354, H24 1.137
11 C 0.4573 1.5572 0.4414  Cl1 1.741, N3 1.335, C12 1.433
12 C 1.4985 0.6826 -0.0115  C8 1.406, C11 1.433, C13 1.440
13 C 1.8314 -0.3943 0.8854  C7 1.387, C12 1.440, H17 1.012
14 H -1.2056 -0.4616 2.4784  C6 1.156
15 H 3.0372 -2.1358 1.1886  C7 1.068
16 H -3.7862 0.9623 -0.3313  N2 1.062
17 H 1.4143 -0.4523 1.8060  C13 1.012
18 H -0.4947 -0.7645 0.7214  C6 1.147
19 H 1.9416 1.4926 -1.8408  C8 1.040
20 H 3.6441 -0.1153 -2.5758  C9 1.134
21 H -1.7924 -0.8063 -1.7575  C4 1.050
22 H -2.9651 -0.8989 1.1291  C5 1.103
23 H -3.1815 -1.4596 -1.1922  C4 1.132
24 H 4.2381 -2.0156 -1.0275  C10 1.137
25 H -0.7834 1.7197 2.0623  N3 1.015
26 H -3.1861 0.8337 1.6539  C5 1.204
27 H -3.2081 -0.0876 -2.4206  C4 1.076

(3)
Density functional theory data (ωB97M-V/def2-TZVPD) for an isolated ion of composition C10H14ClN2OS and charge +1 at a distorted geometry.

Computed properties:
E_HOMO (spin up / spin down) in Eh: -0.458 / -0.458
Charge: +1

Each atom is followed by the atoms it is bonded to, with distances in Å.
CARTESIAN COORDINATES (ANGSTROEM)
1 Cl -6.3330 -1.1897 1.0428  C13 1.777
2 S -1.2203 1.9310 -0.3856  C10 1.674, C14 1.902
3 O -2.4674 -0.7185 -1.8745  N4 1.216
4 N -3.1314 -0.1780 -1.0107  O3 1.216, N5 1.294, C10 1.582
5 N -4.2354 -0.6836 -0.5636  N4 1.294, C13 1.317, H18 0.978
6 C 0.4303 -1.5637 1.2088  C8 1.550, C15 1.515, H16 1.136, H26 1.094
7 C -4.9925 1.1669 0.6569  C12 1.391, C13 1.383, H21 1.065
8 C 1.8691 -1.0120 1.3761  C6 1.550, C9 1.534, H23 1.070, H27 1.102
9 C 2.2734 -0.3127 0.0716  C8 1.534, C11 1.564, H20 1.109, H28 1.158
10 C -2.7365 1.2215 -0.3873  S2 1.674, N4 1.582, C12 1.407
11 C 1.2848 0.8966 -0.0066  C9 1.564, C14 1.500, H22 1.127, H29 1.165
12 C -3.8185 1.8156 0.2883  C7 1.391, C10 1.407, H17 1.110
13 C -5.0778 -0.1690 0.3080  Cl1 1.777, N5 1.317, C7 1.383
14 C -0.1189 0.3946 -0.1738  S2 1.902, C11 1.500, C15 1.570, H25 1.148
15 C -0.5676 -0.4313 1.0834  C6 1.515, C14 1.570, H19 1.116, H24 1.095
16 H 0.3338 -2.1417 2.1823  C6 1.136
17 H -3.7219 2.8502 0.6778  C12 1.110
18 H -4.3306 -1.6359 -0.7659  N5 0.978
19 H -0.5293 0.1920 2.0084  C15 1.116
20 H 3.3430 -0.0198 0.0601  C9 1.109
21 H -5.6990 1.7081 1.2423  C7 1.065
22 H 1.5024 1.4683 0.9400  C11 1.127
23 H 1.8618 -0.4081 2.2594  C8 1.070
24 H -1.5746 -0.8310 0.9241  C15 1.095
25 H -0.0834 -0.1436 -1.1869  C14 1.148
26 H 0.1446 -2.3159 0.4676  C6 1.094
27 H 2.5376 -1.8765 1.5215  C8 1.102
28 H 2.3268 -1.1944 -0.6768  C9 1.158
29 H 1.5243 1.6072 -0.8982  C11 1.165

Table of ΔE to the lowest compared entry with this formula, charge and spin (eV), in record order: 1.065 0.288 0.784